Entry from the Open Molecules 2025 dataset: C54H43N6PS2V as an isolated structure in a non-equilibrium geometry (ωB97M-V/def2-TZVPD).

Each line ends with the Mulliken charge.
Cartesian coordinates (Å):
V: 0.495 0.235 0.357  1.114
C: -3.425 1.051 -3.439  -0.997
N: -2.405 1.387 -2.456  0.503
C: -1.749 0.525 -1.663  -0.576
N: -0.712 1.159 -1.056  1.071
C: -0.759 2.470 -1.490  -0.403
C: -1.816 2.595 -2.359  1.001
C: -2.149 3.682 -3.295  -0.248
C: -1.144 4.058 -4.155  -0.307
C: -1.384 5.067 -5.088  -0.910
C: -2.610 5.701 -5.117  -0.432
C: -3.640 5.274 -4.278  -0.801
C: -3.417 4.232 -3.396  -0.345
C: 0.272 3.446 -1.120  0.146
C: 1.621 3.078 -1.131  -0.424
C: 2.581 3.959 -0.631  -0.728
C: 2.192 5.218 -0.144  -0.558
C: 0.838 5.588 -0.168  -0.808
C: -0.122 4.697 -0.637  -0.455
P: -2.113 -1.248 -1.454  -0.635
C: -0.408 -1.841 -1.711  -0.754
N: 0.665 -1.357 -1.072  1.448
C: 1.754 -2.075 -1.485  -1.805
C: 1.306 -3.001 -2.362  0.896
N: -0.049 -2.832 -2.532  0.508
C: -0.874 -3.585 -3.467  -0.978
C: 2.044 -3.991 -3.163  -0.321
C: 3.012 -3.542 -4.063  -0.207
C: 3.722 -4.487 -4.768  -0.805
C: 3.443 -5.838 -4.628  -0.409
C: 2.410 -6.275 -3.793  -0.844
C: 1.739 -5.332 -3.004  -0.131
C: 3.151 -1.885 -1.040  0.079
C: 3.685 -2.639 -0.008  0.332
C: 5.043 -2.490 0.314  -0.965
C: 5.793 -1.567 -0.352  -0.538
C: 5.250 -0.789 -1.360  -1.211
C: 3.931 -0.958 -1.717  0.533
C: -2.077 -1.284 0.348  -0.867
N: -1.063 -0.864 1.155  0.757
C: -1.520 -1.015 2.426  -0.902
C: -2.797 -1.543 2.373  0.772
N: -3.107 -1.731 1.083  0.521
C: -4.325 -2.317 0.648  -1.027
C: -3.617 -2.035 3.481  -0.363
C: -3.091 -3.049 4.304  -0.243
C: -3.865 -3.507 5.344  -0.888
C: -5.175 -3.033 5.509  -0.377
C: -5.672 -2.037 4.713  -0.936
C: -4.873 -1.516 3.709  0.097
C: -0.738 -0.639 3.647  0.489
C: -1.256 0.273 4.576  -0.205
C: -0.516 0.649 5.691  -0.786
C: 0.754 0.132 5.899  -0.569
C: 1.255 -0.796 4.982  -0.822
C: 0.519 -1.193 3.874  -0.259
H: -3.640 -0.002 -3.336  0.457
H: -4.333 1.633 -3.220  0.357
H: -3.060 1.243 -4.452  0.327
H: -0.139 3.643 -4.063  0.406
H: -0.628 5.401 -5.747  0.469
H: -2.779 6.518 -5.789  0.438
H: -4.586 5.760 -4.296  0.459
H: -4.216 3.965 -2.713  0.432
H: 1.933 2.130 -1.564  0.689
H: 3.611 3.642 -0.594  0.505
H: 2.925 5.915 0.256  0.466
H: 0.536 6.531 0.250  0.455
H: -1.175 4.957 -0.551  0.486
H: -0.293 -3.816 -4.353  0.339
H: -1.291 -4.477 -2.960  0.311
H: -1.674 -2.930 -3.739  0.473
H: 3.255 -2.482 -4.186  0.423
H: 4.573 -4.189 -5.367  0.422
H: 4.052 -6.562 -5.141  0.437
H: 2.200 -7.330 -3.624  0.388
H: 0.988 -5.618 -2.304  0.553
H: 3.016 -3.321 0.525  0.496
H: 5.459 -3.142 1.065  0.505
H: 6.844 -1.455 -0.102  0.457
H: 5.870 -0.049 -1.829  0.494
H: 3.459 -0.340 -2.471  0.623
H: -4.612 -3.060 1.377  0.395
H: -5.064 -1.546 0.586  0.344
H: -4.172 -2.841 -0.304  0.411
H: -2.100 -3.409 4.112  0.501
H: -3.507 -4.263 6.024  0.440
H: -5.761 -3.451 6.303  0.440
H: -6.637 -1.636 4.902  0.453
H: -5.235 -0.715 3.101  0.521
H: -2.260 0.667 4.390  0.511
H: -0.977 1.293 6.411  0.506
H: 1.268 0.458 6.824  0.424
H: 2.235 -1.215 5.129  0.490
H: 0.897 -1.973 3.225  0.577
S: 2.600 0.451 1.111  0.099
C: 2.492 1.830 2.234  0.587
C: 3.717 2.257 2.792  -0.803
C: 3.744 3.239 3.769  -0.756
C: 2.570 3.918 4.098  -0.676
C: 1.374 3.544 3.546  -1.112
C: 1.294 2.496 2.599  0.823
S: -0.189 2.124 1.803  -0.428
H: 4.607 1.731 2.467  0.588
H: 4.678 3.505 4.275  0.418
H: 2.645 4.709 4.859  0.431
H: 0.485 4.077 3.840  0.520

As for the multiplicity: 2. The calculation puts the HOMO energy (alpha / beta) at -12.59 / -12.48 eV. The lowest unoccupied orbital energy (alpha / beta) is -6.9 / -7.0 eV. As for the expectation value of S²: 0.832. For the largest force on an atom, the calculation gives 2.29 eV/Å. Its net charge is +2. The calculation puts the frontier orbital gap (alpha / beta) at 5.65 / 5.49 eV.